A 2-piece molecular cluster, C4H9NOS overall at a distorted geometry. Source: the OMol25 dataset; level of theory: ωB97M-V with the def2-TZVPD basis set.

Calculated values
E_LUMO (alpha / beta) = 0.13803 / 0.13697 Eh
highest occupied orbital energy (alpha / beta) = -2.27 / -2.97 eV
⟨S²⟩ = 0.757
orbital gap (alpha / beta) = 6.0 / 6.7 eV
multiplicity = 2
net charge = -1
max |F| = 2.9 eV Å⁻¹

```
16
Properties=species:S:1:pos:R:3:lowdin_charge:R:1
C -0.052 1.014 0.738 -0.150
C 1.402 0.850 0.092 -0.833
S 2.327 -0.628 -0.279 0.191
C -1.053 0.483 -0.380 -0.540
N -1.212 -0.864 -0.462 0.013
C -0.632 -1.955 0.376 -0.109
O -1.671 1.274 -1.067 -0.006
H -0.256 2.069 0.937 0.096
H -0.149 0.364 1.623 0.079
H 2.060 1.530 0.634 0.016
H 1.180 1.367 -1.014 -0.095
H 1.324 2.061 -1.724 0.081
H -1.764 -1.139 -1.260 0.122
H -0.005 -1.428 1.056 0.010
H -0.069 -2.610 -0.264 0.054
H -1.429 -2.387 0.993 0.071
```